#a
C5H7N3 | the ωB97M-V functional and the def2-TZVPD basis

The calculation puts the frontier orbital gap at 9.291 eV. As for the SMILES: [H]/N=C1/NC=C[C@@H]2N[C@@H]12.

ORCA input file:
```
! RIJCOSX wB97M-V def2-TZVPD def2/J DEFGRID3
* xyz 0 1
H 3.076 -0.636 -0.005
N 2.394 -0.302 0.660
C 1.158 -0.269 0.444
N 0.188 0.174 1.479
C -1.073 0.550 1.108
C -1.426 0.760 -0.219
C -0.351 0.392 -1.150
N 0.204 -0.709 -2.025
C 0.254 -0.842 -0.536
H 0.631 0.390 2.400
H -1.815 0.529 1.988
H -2.342 1.353 -0.475
H 0.303 1.215 -1.206
H -0.578 -1.284 -2.347
H -0.622 -1.321 -0.113
*
```

#b
C5H7N3 | the ωB97M-V functional and the def2-TZVPD basis

The calculation puts the frontier orbital gap at 8.691 eV. As for the SMILES: C=C(C#N)/C(C)=N/N.

ORCA input file:
```
! RIJCOSX wB97M-V def2-TZVPD def2/J DEFGRID3
* xyz 0 1
C -0.663 1.815 1.239
C -0.060 1.303 0.156
C 0.173 2.115 -1.051
N 0.466 2.937 -1.819
C 0.039 -0.154 -0.150
C 0.097 -1.194 0.949
N 0.251 -0.410 -1.421
N 0.473 -1.683 -1.819
H -0.830 2.888 1.313
H -1.025 1.212 2.062
H -0.645 -1.974 0.749
H -0.104 -0.777 1.934
H 1.090 -1.653 0.968
H -0.390 -2.225 -1.874
H 1.127 -2.198 -1.233
*
```

#c
C5H7N3 | the ωB97M-V functional and the def2-TZVPD basis

The calculation puts the frontier orbital gap at 8.043 eV.

ORCA input file:
```
! RIJCOSX wB97M-V def2-TZVPD def2/J DEFGRID3
* xyz 0 1
C -0.688 -1.031 -1.389
C -0.439 -0.295 -0.208
C -1.342 -0.088 0.973
C -0.633 0.681 1.979
C 0.654 0.679 0.012
H -2.001 -0.778 -1.730
H -0.613 -2.616 -1.120
H 0.226 -0.748 -2.452
H -2.507 -0.118 1.120
H -0.702 1.130 3.126
H 1.151 1.301 2.112
H 2.021 -0.648 -1.840
N 0.351 1.338 1.237
N 2.000 0.930 -0.422
N 2.522 0.264 -1.398
*
```

Most stable: #b (next structure +1.477 eV)

#a
C5H7N3 | the ωB97M-V functional and the def2-TZVPD basis

The calculation puts the frontier orbital gap at 9.684 eV. As for the SMILES: C1=NN2C[C@@H]2[C@@H]2N[C@@H]12.

ORCA input file:
```
! RIJCOSX wB97M-V def2-TZVPD def2/J DEFGRID3
* xyz 0 1
C 0.745 -1.483 0.380
N 0.444 -1.322 -0.904
N -0.201 -0.134 -1.460
C 0.503 1.145 -1.389
C -0.759 1.003 -0.632
C -0.813 0.338 0.719
N -0.423 0.573 2.094
C 0.469 -0.263 1.157
H 1.458 -2.340 0.771
H 0.609 1.653 -2.354
H 1.417 1.247 -0.886
H -1.725 1.304 -1.126
H -1.641 -0.408 0.575
H -1.028 -0.108 2.628
H 1.299 0.400 0.865
*
```

#b
C5H7N3 | the ωB97M-V functional and the def2-TZVPD basis

The calculation puts the frontier orbital gap (alpha / beta) at 7.010 / 7.008 eV.

ORCA input file:
```
! RIJCOSX wB97M-V def2-TZVPD def2/J DEFGRID3
* xyz 0 1
C -1.666 0.502 -0.731
C 1.131 0.370 1.048
C -0.209 0.032 -0.895
N 1.677 -0.014 2.149
C 0.733 0.911 -0.042
N 0.349 -0.139 -2.086
C -0.196 -1.386 0.129
N -0.303 -2.499 0.438
H 2.415 -0.710 2.129
H 1.196 0.105 3.032
H -0.113 -0.888 -2.599
H 1.035 1.873 -0.441
H -2.320 -0.197 -1.252
H -1.763 1.485 -1.197
H -1.965 0.554 0.319
*
```

Most stable: #b (next structure +1.142 eV)

#a
C4H3NO3 | the ωB97M-V functional and the def2-TZVPD basis

The calculation puts the frontier orbital gap at 8.533 eV. As for the SMILES: O=c1cnc(O)co1.

ORCA input file:
```
! RIJCOSX wB97M-V def2-TZVPD def2/J DEFGRID3
* xyz 0 1
O -2.856 0.029 -0.021
C -1.666 0.024 -0.001
C -0.775 -1.158 0.019
N 0.479 -1.062 -0.015
C 1.067 0.185 0.019
O 2.400 0.094 -0.016
C 0.343 1.314 0.020
O -1.012 1.235 0.001
H -1.276 -2.120 0.060
H 2.526 -0.853 -0.043
H 0.771 2.313 -0.023
*
```

#b
C4H3NO3 | the ωB97M-V functional and the def2-TZVPD basis

The calculation puts the frontier orbital gap at 8.802 eV. As for the SMILES: O=c1cnc(O)co1.

ORCA input file:
```
! RIJCOSX wB97M-V def2-TZVPD def2/J DEFGRID3
* xyz 0 1
O 0.270 -2.477 -0.995
C 0.084 -1.392 -0.538
C 1.085 -0.307 -0.750
N 1.015 0.801 -0.138
C -0.065 1.201 0.543
O -0.030 2.502 0.910
C -1.109 0.319 0.699
O -1.022 -0.927 0.074
H 1.973 -0.402 -1.320
H -0.701 2.557 1.611
H -2.094 0.537 1.040
*
```

Most stable: #a (next structure +0.510 eV)

#a
C4H9N | the ωB97M-V functional and the def2-TZVPD basis

The calculation puts the frontier orbital gap at 8.992 eV. As for the SMILES: C=CN.C=C.

ORCA input file:
```
! RIJCOSX wB97M-V def2-TZVPD def2/J DEFGRID3
* xyz 0 1
C -0.079 -4.264 -3.069
C -0.138 -3.973 -1.744
N -1.215 -3.989 -0.893
H -0.470 -5.202 -3.449
H 0.369 -3.545 -3.729
H 0.697 -3.335 -1.445
H -1.014 -4.096 0.096
H -2.008 -4.594 -1.066
C 0.103 5.590 2.950
C 1.229 5.291 2.313
H -0.021 6.526 3.485
H -0.844 5.212 2.579
H 2.214 5.628 2.604
H 1.178 4.751 1.368
*
```

#b
C4H9N | the ωB97M-V functional and the def2-TZVPD basis

The calculation puts the frontier orbital gap at 10.130 eV. As for the SMILES: C/C=C/CN.

ORCA input file:
```
! RIJCOSX wB97M-V def2-TZVPD def2/J DEFGRID3
* xyz 0 1
C 1.259 0.758 1.898
C 0.169 0.641 0.879
C 0.229 -0.253 -0.091
C -0.670 -0.116 -1.291
N -1.102 -1.421 -1.679
H 2.016 1.462 1.538
H 1.752 -0.245 1.976
H 0.968 1.282 2.866
H -0.593 1.476 0.897
H 0.929 -1.036 -0.336
H -0.119 0.366 -2.123
H -1.549 0.493 -1.040
H -1.621 -1.528 -2.536
H -1.665 -1.880 -0.959
*
```

#c
C4H9N | the ωB97M-V functional and the def2-TZVPD basis

The calculation puts the frontier orbital gap at 10.706 eV. As for the SMILES: C=CC.C=N.

ORCA input file:
```
! RIJCOSX wB97M-V def2-TZVPD def2/J DEFGRID3
* xyz 0 1
C 0.501 -0.303 2.050
C -0.006 -1.052 1.085
C 0.682 -2.251 0.474
H 0.012 0.593 2.367
H 1.384 -0.628 2.562
H -0.948 -0.784 0.610
H 0.052 -3.137 0.502
H 1.628 -2.392 0.992
H 0.901 -1.987 -0.562
C -0.544 2.113 -2.134
N -0.997 3.124 -1.516
H 0.528 1.969 -2.041
H -1.201 1.535 -2.777
H -1.993 3.199 -1.613
*
```

Most stable: #b (next structure +0.606 eV)

#a
C4H9N | the ωB97M-V functional and the def2-TZVPD basis

The calculation puts the frontier orbital gap at 8.207 eV.

ORCA input file:
```
! RIJCOSX wB97M-V def2-TZVPD def2/J DEFGRID3
* xyz 0 1
C -0.290 1.537 -0.211
C 1.699 -0.743 -0.121
C -0.665 0.207 -0.021
N -2.019 -0.097 0.143
C 0.285 -0.808 0.389
H -2.640 0.522 -0.354
H -2.250 -1.071 0.026
H -0.139 -1.787 0.585
H 0.719 1.794 -0.481
H -1.043 2.292 -0.371
H 0.112 0.331 1.175
H 2.218 0.163 0.207
H 1.737 -0.751 -1.216
H 2.275 -1.589 0.251
*
```

#b
C4H9N | the ωB97M-V functional and the def2-TZVPD basis

The calculation puts the frontier orbital gap at 9.835 eV. As for the SMILES: C1CCNC1.

ORCA input file:
```
! RIJCOSX wB97M-V def2-TZVPD def2/J DEFGRID3
* xyz 0 1
C 0.673 -0.856 0.450
C 1.007 0.621 0.239
C -0.257 1.262 -0.376
N -1.313 0.229 -0.411
C -0.667 -1.074 -0.315
H 0.494 -1.103 1.497
H 1.384 -1.585 0.072
H 1.253 1.069 1.199
H 1.834 0.711 -0.444
H -0.551 2.091 0.259
H -0.112 1.572 -1.408
H -2.018 0.327 0.309
H -1.204 -1.819 0.261
H -0.524 -1.446 -1.331
*
```

Most stable: #b (next structure +2.834 eV)

#a
C4H9N | the ωB97M-V functional and the def2-TZVPD basis

The calculation puts the frontier orbital gap at 7.515 eV.

ORCA input file:
```
! RIJCOSX wB97M-V def2-TZVPD def2/J DEFGRID3
* xyz 0 1
C -0.691 0.026 0.555
C 1.302 -0.495 -0.371
C -0.229 -1.051 -0.328
C -1.220 1.277 -0.054
N 1.315 0.011 0.951
H 2.166 -0.290 1.431
H -1.016 -0.221 1.559
H 1.236 0.273 -1.163
H 2.065 -1.242 -0.642
H -0.233 -2.040 0.128
H -0.647 -1.057 -1.336
H -1.398 2.059 0.686
H -2.146 1.098 -0.613
H -0.503 1.652 -0.802
*
```

#b
C4H9N | the ωB97M-V functional and the def2-TZVPD basis

The calculation puts the frontier orbital gap at 9.834 eV. As for the SMILES: C=CC.C=N.

ORCA input file:
```
! RIJCOSX wB97M-V def2-TZVPD def2/J DEFGRID3
* xyz 0 1
C -1.339 -1.108 -2.599
C -0.132 -1.681 -2.403
C 0.490 -1.842 -1.010
H -2.098 -1.540 -3.228
H -1.666 -0.136 -2.247
H 0.147 -2.378 -3.215
H 1.257 -2.654 -1.182
H 0.963 -0.967 -0.554
H -0.238 -2.361 -0.393
C 0.828 2.759 3.110
N -0.354 3.153 3.276
H 1.206 1.865 2.579
H 1.458 2.906 4.030
H -0.522 3.984 3.835
*
```

Most stable: #b (next structure +0.469 eV)